(1)
One molecule with the formula C3H4N4S, computed with wB97M-V/def2-TZVPD.

Structure (XYZ):
```
12
C3H4N4S wB97M-V/def2-TZVPD
C -1.48433 -1.61798 -1.67384
N -0.88487 -0.60735 -1.22026
N -0.20505 -0.52931 -0.01627
N -0.05582 -1.56726 0.79533
N 0.90860 -1.18057 1.59700
C 1.10495 0.17857 1.53620
C 0.42049 0.65387 0.38469
S 0.23923 2.12112 -0.43476
H -2.05552 -1.55950 -2.64261
H -1.56284 -2.48731 -0.96551
H 1.84243 0.51308 2.19206
H -0.63834 1.50042 -1.20067
```

The value obtained for the calculated total energy is -19968.040 eV. As for the structure (SMILES): C=Nn1nncc1S. As for the total charge: 0. The energy relative to the best compared isomer or geometry (same formula, charge and spin) comes out at 2.594 eV. For the highest occupied orbital energy, the calculation gives -8.79 eV.

***

(2)
One molecule with the formula C3H6N2O2, computed with wB97M-V/def2-TZVPD.

Structure (XYZ):
```
13
C3H6N2O2 wB97M-V/def2-TZVPD
H 1.66901 0.64836 -2.13027
N 1.08119 0.31012 -1.37192
C 1.72405 0.31604 -0.27748
O 1.22805 -0.04633 0.91215
C -0.00110 -0.78807 0.99400
C -1.34725 -0.15174 0.67115
N -1.48527 0.79621 -0.27538
O -2.26841 -0.56166 1.36167
H 2.76780 0.63194 -0.17451
H 0.12539 -1.72790 0.44865
H -0.24085 -1.02743 2.03448
H -2.43274 1.11411 -0.40649
H -0.78912 0.86462 -1.01022
```

The value obtained for the calculated total energy is -10283.339 eV. As for the structure (SMILES): [H]/N=C/OCC(N)=O. As for the total charge: 0. The energy relative to the best compared isomer or geometry (same formula, charge and spin) comes out at 1.459 eV. For the highest occupied orbital energy, the calculation gives -9.78 eV.

***

(3)
C46H58BeN7O4 as an isolated structure, computed with wB97M-V/def2-TZVPD.

Structure (XYZ):
```
116
C46H58BeN7O4 wB97M-V/def2-TZVPD
Be 1.98440 1.58215 0.17185
C -0.60577 -0.83204 0.01010
C -0.13793 0.06292 -1.10259
O 1.12040 0.73689 -0.98385
H -1.65397 -1.07599 -0.16272
H -0.46657 -0.41850 1.00896
H -0.15398 -1.82236 -0.04690
H -0.97164 0.75314 -1.23151
H -0.14050 -0.52185 -2.02245
N 1.38627 1.84594 -4.14407
C 0.77844 0.97209 -3.28942
C -0.54301 0.51600 -3.50675
C -1.20189 0.99295 -4.67299
C -0.59519 1.82406 -5.54523
C 0.72151 2.19755 -5.29912
H 1.26642 0.58418 -2.40748
H -1.08930 -0.07124 -2.78350
H -2.22331 0.66114 -4.78706
H -1.05663 2.18216 -6.45367
H 1.22226 2.87007 -5.97985
N 0.72979 2.48291 0.87990
C -0.63690 2.46409 0.54425
C -1.66885 3.13952 1.23356
C -1.33630 3.86086 2.36216
C 0.00982 3.91930 2.71473
C 1.00447 3.22444 1.97002
H -0.85490 1.97899 -0.39573
H -2.64411 3.22579 0.77768
H -2.06632 4.49215 2.84686
H 0.20863 4.48905 3.61042
H 1.99488 3.30357 2.39338
N 1.77135 2.88681 -0.68880
C 1.40529 2.74695 -1.98302
C 1.30765 3.81397 -2.91215
C 1.60936 5.11511 -2.48604
C 2.03601 5.26146 -1.15404
C 2.12022 4.16077 -0.34394
H 1.20017 1.72708 -2.27316
H 1.07227 3.76081 -3.96485
H 1.56253 5.89297 -3.23380
H 2.41237 6.21394 -0.81122
H 2.45143 4.23295 0.68148
N -1.23337 -1.34037 3.13486
C -1.72024 -1.43625 4.42768
C -2.93861 -1.97801 4.74983
C -3.59378 -2.60325 3.69917
C -3.11187 -2.67874 2.40151
C -1.93604 -1.99742 2.14934
H -1.13071 -0.93321 5.17988
H -3.32471 -1.91039 5.75619
H -4.55048 -3.07179 3.87694
H -3.64891 -3.14671 1.58972
H -1.55788 -1.87076 1.14568
N 2.73060 0.09037 0.44029
C 2.38973 -1.12787 -0.14915
C 3.07498 -2.32352 0.08882
C 4.09039 -2.27709 1.02400
C 4.38573 -1.11088 1.68633
C 3.73945 0.08202 1.34790
H 1.65480 -1.14115 -0.94041
H 2.93978 -3.23471 -0.47497
H 4.64041 -3.17358 1.26928
H 5.18197 -1.19426 2.41122
H 4.14153 1.01114 1.72403
N 2.60852 -4.91786 -1.96290
C 3.05136 -4.16013 -2.95308
C 2.56484 -2.89188 -3.19513
C 1.59718 -2.34280 -2.33799
C 1.22663 -3.12916 -1.26097
C 1.73605 -4.37579 -1.05880
H 3.71425 -4.55018 -3.71125
H 3.01177 -2.37061 -4.02874
H 1.17717 -1.35996 -2.49288
H 0.42816 -2.73579 -0.64932
H 1.32933 -4.93643 -0.23015
N 2.11311 -4.56098 1.88117
C 1.40498 -5.52364 1.27122
C 0.16912 -5.27938 0.75516
C -0.44226 -3.99857 0.78392
C 0.32747 -2.99485 1.31805
C 1.57061 -3.32232 1.84499
H 1.85087 -6.50489 1.20227
H -0.39872 -6.07979 0.30427
H -1.44000 -3.85152 0.39753
H 0.03111 -1.95716 1.35998
H 2.06776 -2.50820 2.35139
C -3.06159 1.35042 -2.30508
C -2.47802 2.59012 -1.60016
O -3.05824 2.96394 -0.57108
C -1.14390 3.18769 -2.16055
H -3.57863 1.74154 -3.18131
H -3.89578 0.87420 -1.78986
H -2.27142 0.62609 -2.50271
H -1.16102 4.27539 -2.09194
H -1.01528 2.85325 -3.18998
H -0.35735 2.75709 -1.54085
C -2.48409 1.04416 0.54516
C -3.57863 0.03915 0.57823
O -3.82094 -0.68867 -0.38047
C -4.27116 -0.13809 1.88182
H -1.59422 0.57938 0.96966
H -2.79484 1.95857 1.05054
H -2.21751 1.29401 -0.48179
H -5.29018 -0.50383 1.75556
H -4.18349 0.76921 2.47949
H -3.68022 -0.82980 2.48217
C 1.24494 -1.10950 2.73019
C 0.80605 0.31837 2.31389
O 1.37173 0.92968 1.39641
C -0.42067 0.82767 2.96335
H 0.35949 -1.73190 2.60099
H 1.39229 -1.07930 3.80977
H 2.12401 -1.52163 2.23469
H -0.63881 0.36852 3.92757
H -1.24582 0.64158 2.27588
H -0.30764 1.89826 3.13408
```

The value obtained for the calculated total energy is -67624.563 eV. As for the total charge: +1. The energy relative to the best compared isomer or geometry (same formula, charge and spin) comes out at 31.280 eV. For the highest occupied orbital energy, the calculation gives -10.49 eV.

***

(4)
One molecule with the formula CHN3O2, computed with wB97M-V/def2-TZVPD.

Structure (XYZ):
```
7
CHN3O2 wB97M-V/def2-TZVPD
O -2.03263 -0.06587 -0.05416
C -0.86486 0.07480 -0.02750
N 0.09213 -1.09519 0.13198
N 1.28220 -0.74719 -0.05642
N 1.33893 0.44811 -0.14336
O 0.06569 1.10360 0.08918
H 1.93183 1.00928 0.35956
```

The value obtained for the calculated total energy is -9614.356 eV. As for the structure (SMILES): O=c1nn[nH]o1. As for the total charge: 0. The energy relative to the best compared isomer or geometry (same formula, charge and spin) comes out at 3.050 eV. For the highest occupied orbital energy, the calculation gives -10.60 eV.